No. 1
A 2-piece molecular cluster, C25H39N2O2 overall, computed with the ωB97M-V functional and the def2-TZVPD basis.

Last column: Mulliken charge in e.
Positions of all 68 atoms, in Å:
C1 -5.705 1.865 3.964  -1.390
C2 -4.533 0.985 3.493  -0.312
C3 -3.331 1.129 4.467  -0.761
C4 -1.979 1.408 3.755  -0.621
C5 -0.969 0.230 3.887  -0.824
C6 -0.227 -0.082 2.567  -0.587
C7 -0.637 -1.428 1.907  -0.644
C8 0.547 -2.337 1.537  -1.066
C9 0.965 -2.243 0.074  -0.805
C10 1.597 -0.895 -0.283  0.041
C11 2.151 -0.966 -1.732  -0.704
C12 1.821 0.320 -2.526  -1.001
C13 0.317 0.282 -2.854  -0.420
C14 -0.097 1.563 -3.551  -0.821
N1 -1.565 1.611 -3.894  0.690
C15 -2.120 2.799 -4.000  0.281
C16 -3.456 2.867 -4.355  -0.777
C17 -4.079 1.694 -4.567  -0.266
C18 -3.423 0.474 -4.398  0.546
C19 -4.095 -0.838 -4.610  -1.268
N2 -2.147 0.448 -4.059  -0.666
H1 -5.382 2.907 3.949  0.366
H2 -6.576 1.745 3.322  0.376
H3 -5.937 1.585 4.990  0.342
H4 -4.874 -0.051 3.544  0.243
H5 -4.245 1.233 2.471  0.336
H6 -3.260 0.231 5.078  0.397
H7 -3.550 1.982 5.111  0.423
H8 -1.549 2.289 4.229  0.267
H9 -2.166 1.582 2.696  0.363
H10 -1.544 -0.636 4.212  0.411
H11 -0.220 0.486 4.634  0.322
H12 0.840 -0.110 2.789  0.331
H13 -0.385 0.708 1.830  0.305
H14 -1.260 -1.969 2.621  0.603
H15 -1.284 -1.233 1.047  0.205
H16 1.385 -2.164 2.213  0.421
H17 0.231 -3.369 1.715  0.315
H18 1.706 -3.028 -0.105  0.423
H19 0.118 -2.413 -0.595  0.286
H20 0.840 -0.114 -0.180  -0.091
H21 2.418 -0.626 0.384  0.503
H22 1.590 -1.761 -2.230  0.404
H23 3.212 -1.198 -1.778  0.165
H24 2.396 0.301 -3.452  0.500
H25 2.032 1.201 -1.916  0.382
H26 0.186 -0.561 -3.529  0.362
H27 -0.273 0.088 -1.958  0.434
H28 0.194 2.453 -3.000  0.381
H29 0.416 1.568 -4.515  0.235
H30 -1.544 3.689 -3.816  0.444
H31 -3.941 3.821 -4.482  0.439
H32 -5.118 1.682 -4.871  0.415
H33 -4.810 -0.795 -5.426  0.401
H34 -3.347 -1.608 -4.763  0.360
H35 -4.604 -1.076 -3.672  0.298
C20 7.028 -1.029 2.059  -0.374
C21 7.835 -0.660 1.067  -0.381
C22 7.477 -0.912 -0.351  0.328
O1 8.208 -0.577 -1.256  -0.536
C23 6.184 -1.592 -0.619  -0.462
C24 5.379 -1.962 0.372  -0.141
C25 5.737 -1.708 1.790  0.285
O2 4.999 -2.043 2.691  -0.540
H36 7.271 -0.854 3.100  0.425
H37 8.780 -0.162 1.243  0.415
H38 5.941 -1.766 -1.661  0.447
H39 4.432 -2.458 0.195  0.540

Cartesian forces (eV/Å) of the 2 atoms listed first:
C 0.658 -0.226 -0.398
C -0.223 -0.089 0.964

* electronic energy: -33624.4181 eV
* LUMO: -4.6 eV
* largest force on an atom: 1.88 eV/A
* net charge: +1
* Kohn-Sham gap: 7.22 eV
* 2S+1: 1

***

No. 2
A 15-piece molecular cluster, H30O15 overall, computed with the ωB97M-V functional and the def2-TZVPD basis.

Last column: Mulliken charge in e.
Positions of all 45 atoms, in Å:
H1 0.414 0.806 0.368  0.282
H2 -0.995 0.239 0.431  0.291
H3 1.008 4.238 3.253  0.303
H4 2.405 3.765 2.885  0.303
H5 -5.946 -1.729 -0.855  0.276
H6 -5.043 -1.544 0.353  0.253
H7 4.838 2.494 -0.322  0.228
H8 5.164 1.922 -1.692  0.254
H9 0.874 -2.830 -1.074  0.276
H10 2.015 -2.409 -1.986  0.292
H11 2.439 0.483 -0.462  0.134
H12 3.954 0.404 -0.365  0.434
H13 -4.516 1.170 0.732  0.239
H14 -4.238 2.262 -0.288  0.283
H15 -1.151 -1.754 4.713  0.322
H16 -0.449 -1.644 3.369  0.269
H17 1.842 -2.852 0.761  0.350
H18 1.143 -1.619 1.310  0.109
H19 3.682 -2.266 0.460  0.405
H20 3.892 -3.192 1.646  0.292
H21 -4.134 1.100 -2.515  0.307
H22 -4.064 -0.381 -2.852  0.274
H23 -1.751 -3.315 -0.147  0.275
H24 -2.251 -2.885 -1.516  0.319
H25 -0.413 5.309 -0.923  0.310
H26 0.055 4.959 -2.326  0.313
H27 3.679 -0.475 -2.386  0.391
H28 2.723 -0.625 -3.558  0.286
H29 -3.154 -0.251 1.802  0.259
H30 -2.482 0.628 2.843  0.263
O1 -0.384 0.811 0.909  -0.631
O2 1.499 3.452 2.988  -0.598
O3 -5.141 -1.282 -0.569  -0.503
O4 4.527 1.853 -0.972  -0.452
O5 1.326 -2.050 -1.416  -0.599
O6 3.238 0.501 -1.002  -0.640
O7 -4.529 1.346 -0.215  -0.511
O8 -0.538 -1.198 4.218  -0.592
O9 1.877 -1.889 0.747  -0.438
O10 4.305 -2.905 0.824  -0.672
O11 -4.380 0.463 -3.195  -0.612
O12 -2.117 -3.666 -0.967  -0.602
O13 -0.401 4.588 -1.562  -0.617
O14 3.647 -0.446 -3.349  -0.644
O15 -2.467 0.417 1.903  -0.482

Cartesian forces (eV/Å) of the 2 atoms listed first:
H -0.019 0.208 -0.055
H -0.035 0.288 0.149

* electronic energy: -31195.0811 eV
* LUMO: -0.5 eV
* largest force on an atom: 6.98 eV/A
* energy above the lowest of the compared OMol25 structures with the same formula, charge and spin: 151.8 kcal/mol
* Kohn-Sham gap: 8.85 eV
* 2S+1: 1

***

No. 3
A 2-piece molecular cluster, C2H5NO2P overall, computed with the ωB97M-V functional and the def2-TZVPD basis.

Last column: Mulliken charge in e.
Positions of all 11 atoms, in Å:
C1 -0.529 0.384 -0.148  -0.516
C2 -0.308 0.419 -1.464  -0.417
N1 3.421 0.363 0.201  0.770
O1 3.966 0.707 1.279  -0.655
O2 3.010 1.209 -0.639  -0.638
P1 3.218 -1.270 -0.110  -0.419
H1 -0.234 1.186 0.442  0.225
H2 -1.134 -0.343 0.361  0.232
H3 -0.571 -0.408 -2.093  0.242
H4 -0.074 1.382 -1.813  0.211
H5 3.856 -1.826 1.113  -0.034

Cartesian forces (eV/Å) of the 2 atoms listed first:
C -0.759 -0.857 -1.418
C -1.154 -0.445 1.900

* electronic energy: -17025.6156 eV
* LUMO: 4.2 eV
* largest force on an atom: 2.46 eV/A
* energy above the lowest of the compared OMol25 structures with the same formula, charge and spin: 136.1 kcal/mol
* net charge: -1
* Kohn-Sham gap: 7.00 eV
* 2S+1: 1

***

No. 4
C4H11NO3 as an isolated structure, computed with the ωB97M-V functional and the def2-TZVPD basis.

Last column: Mulliken charge in e.
Positions of all 19 atoms, in Å:
C1 0.444 -0.157 -0.604  1.156
C2 0.795 0.650 0.555  -0.621
C3 -1.850 0.257 1.256  -0.965
C4 0.603 -1.650 -0.557  -1.573
N1 -1.063 0.287 0.041  0.097
O1 -1.903 0.699 -1.021  -0.484
O2 0.666 0.484 -1.784  -0.521
O3 2.534 0.249 0.326  -0.707
H1 -1.809 1.665 -1.064  0.317
H2 1.099 -0.113 -2.405  0.356
H3 3.106 1.014 0.199  0.222
H4 0.800 1.729 0.450  0.357
H5 0.810 0.189 1.534  0.263
H6 -2.769 -0.308 1.088  0.336
H7 -1.293 -0.256 2.038  0.349
H8 -2.131 1.276 1.552  0.247
H9 1.660 -1.863 -0.703  0.431
H10 0.330 -2.043 0.418  0.301
H11 -0.027 -2.111 -1.319  0.439

Cartesian forces (eV/Å) of the 2 atoms listed first:
C -2.509 0.436 2.600
C 5.633 -0.446 -0.984

* electronic energy: -11953.5130 eV
* LUMO: 0.7 eV
* largest force on an atom: 5.74 eV/A
* energy above the lowest of the compared OMol25 structures with the same formula, charge and spin: 152.1 kcal/mol
* Kohn-Sham gap: 8.73 eV
* 2S+1: 1

***

No. 5
A single C6H8INS molecule, computed with the ωB97M-V functional and the def2-TZVPD basis.

Last column: Mulliken charge in e.
Positions of all 17 atoms, in Å:
C1 0.913 -0.192 -1.436  -0.529
C2 -0.327 -0.414 -2.003  -0.346
C3 1.198 0.551 -0.241  0.538
C4 0.096 1.121 0.605  -0.522
C5 -1.164 0.086 0.445  -0.220
C6 -0.740 -1.280 1.027  -1.144
N1 2.448 0.604 0.029  -0.733
S1 -1.747 0.011 -1.205  -0.043
I1 -2.780 0.879 1.524  0.173
H1 1.898 -0.350 -2.012  0.270
H2 -0.407 -0.908 -2.911  0.449
H3 0.164 1.253 1.730  0.478
H4 -0.309 2.072 0.027  0.304
H5 -1.652 -1.942 0.909  0.371
H6 -0.468 -0.933 2.106  0.343
H7 0.130 -1.689 0.482  0.372
H8 2.747 1.129 0.925  0.241

Cartesian forces (eV/Å) of the 2 atoms listed first:
C -0.327 -0.273 -3.341
C 3.647 0.851 2.290

* electronic energy: -26775.9420 eV
* LUMO: 0.3 eV
* largest force on an atom: 4.39 eV/A
* energy above the lowest of the compared OMol25 structures with the same formula, charge and spin: 17.2 kcal/mol
* Kohn-Sham gap: 8.76 eV
* 2S+1: 1

***

No. 6
C4H11PS as an isolated structure, computed with the ωB97M-V functional and the def2-TZVPD basis.

Last column: Mulliken charge in e.
Positions of all 17 atoms, in Å:
C1 0.828 1.275 1.843  -1.040
C2 -0.212 -1.077 0.570  -0.928
C3 0.556 1.047 -0.903  -0.870
C4 -0.669 1.152 -2.463  -0.567
P1 -0.430 0.750 0.608  0.092
S1 -0.158 -0.063 -3.568  -0.192
H1 1.110 2.320 1.701  0.334
H2 1.738 0.686 1.644  0.283
H3 0.477 1.007 2.765  0.390
H4 -0.666 -1.551 -0.307  0.279
H5 -0.741 -1.377 1.605  0.294
H6 0.946 -1.472 0.690  0.281
H7 0.993 1.991 -0.982  0.523
H8 1.280 0.260 -1.144  0.393
H9 -1.640 0.897 -1.859  0.275
H10 -0.559 2.163 -2.765  0.344
H11 -1.000 -0.969 -2.939  0.110

Cartesian forces (eV/Å) of the 2 atoms listed first:
C 1.438 -0.427 -2.800
C 1.554 -1.311 3.436

* electronic energy: -24447.8853 eV
* LUMO: 0.9 eV
* largest force on an atom: 6.05 eV/A
* energy above the lowest of the compared OMol25 structures with the same formula, charge and spin: 57.3 kcal/mol
* Kohn-Sham gap: 9.06 eV
* 2S+1: 1